# 1
Entry from OMol25: a 2-piece molecular cluster, C8H16F3NO4P overall in a non-equilibrium geometry (ωB97M-V/def2-TZVPD).

Summary:
- Charge: +1
- HOMO energy: -13.4276 eV

Last column: Löwdin charge in e.
CARTESIAN COORDINATES (ANGSTROEM)
C 0.991 1.141 -1.308  0.0287
C 0.931 2.604 -1.637  -0.4561
O 1.918 3.290 -1.790  0.1512
O -0.326 3.165 -1.863  -0.0200
C -1.285 2.942 -0.864  -0.2470
C -2.659 3.168 -1.510  -0.2472
P -3.544 1.641 -1.862  0.9771
N -4.998 1.670 -1.105  -0.1292
H 1.456 1.026 -0.351  0.0911
H 0.015 0.694 -1.300  0.0582
H 1.587 0.691 -2.073  0.1016
H -1.179 3.669 -0.077  0.1370
H -1.201 1.960 -0.421  0.0906
H -2.499 3.670 -2.449  0.1063
H -3.282 3.788 -0.886  0.1021
H -2.746 0.552 -1.500  0.0408
H -3.787 1.566 -3.228  0.0475
H -5.537 0.818 -1.180  0.0800
H -4.954 2.004 -0.153  0.0802
C 4.001 -3.791 1.248  -0.0543
C 2.714 -4.184 1.938  -0.1810
O 2.050 -3.027 2.496  0.0473
C 1.307 -2.328 1.673  -0.4212
O 1.107 -2.530 0.514  0.1631
C 0.656 -1.164 2.437  -0.5596
F 1.521 -0.541 3.226  0.1875
F -0.358 -1.605 3.180  0.1797
F 0.168 -0.273 1.568  0.1399
H 4.650 -3.245 1.933  0.0863
H 4.526 -4.681 0.905  0.0868
H 3.808 -3.152 0.387  0.0782
H 2.912 -4.833 2.787  0.1286
H 2.036 -4.705 1.265  0.1259

Force components x, y, z for each atom (eV/Å):
-0.5 0.8 -0.1
1.9 1.3 -0.4
-1.8 -1.0 0.1
0.5 -0.3 0.0
-0.5 0.3 -0.2
0.3 -0.7 0.2
0.0 0.6 -0.1
0.3 -0.2 -0.1
0.3 -0.2 0.5
-0.3 -0.4 0.0
0.5 -0.4 -0.3
0.2 0.3 0.4
0.1 -0.4 0.2
0.0 0.3 -0.4
-0.4 0.2 0.2
0.1 -0.1 -0.2
0.0 -0.3 -0.1
-0.3 0.0 0.0
-0.2 0.1 0.2
-0.1 0.3 0.0
0.3 -0.4 -0.1
0.0 0.0 0.2
0.2 -0.2 0.2
-0.2 0.1 -0.5
0.1 0.0 0.0
0.1 0.1 0.1
-0.2 -0.1 0.1
-0.2 0.3 -0.2
0.0 -0.1 0.0
0.0 0.0 0.0
0.0 -0.1 0.0
-0.1 0.1 0.1
-0.1 0.1 0.0

---

# 2
Entry from OMol25: one molecule with the formula C4H4Cl2F2 in a non-equilibrium geometry (ωB97M-V/def2-TZVPD).

Summary:
- Charge: 0
- HOMO energy: -11.0523 eV
- ΔE to the lowest compared entry with this formula, charge and spin: 28.4 kcal per mole

Last column: Löwdin charge in e.
CARTESIAN COORDINATES (ANGSTROEM)
F 0.371 1.747 1.035  0.0219
C 0.653 0.841 0.038  -0.3387
C -0.528 0.469 -0.915  -0.1045
C -0.708 -0.769 -0.126  -0.5392
Cl -2.433 -1.021 0.671  0.5150
C 0.569 -0.453 0.723  -0.7678
F 0.340 -0.313 2.083  0.0169
Cl 1.949 -1.544 0.309  0.6953
H 1.695 1.099 -0.492  0.1825
H -1.280 1.248 -0.798  0.1278
H -0.003 0.360 -1.890  0.1387
H -0.625 -1.665 -0.638  0.0521

Force components x, y, z for each atom (eV/Å):
-0.1 1.1 -1.0
2.7 2.4 -1.2
1.9 2.1 0.2
-1.9 -1.1 1.7
2.1 0.6 -0.5
-1.1 -2.2 1.7
0.8 -1.0 -1.4
-0.8 0.3 0.6
-2.3 -0.4 1.3
-0.2 -0.3 -0.6
-1.3 -0.1 0.2
0.2 -1.6 -1.0

---

# 3
Entry from OMol25: C5H8Ag5BBr4F4O3 as an isolated structure in a non-equilibrium geometry (ωB97M-V/def2-TZVPD).

Summary:
- Charge: +2
- HOMO energy: -14.9465 eV
- ΔE to the lowest compared entry with this formula, charge and spin: 86.1 kcal per mole

Last column: Löwdin charge in e.
CARTESIAN COORDINATES (ANGSTROEM)
Ag 0.247 2.189 2.372  0.8807
Ag -1.460 2.514 -1.792  0.7276
Ag -3.161 1.729 1.668  0.9044
Ag -1.355 -0.709 3.313  0.6546
Ag -2.607 -1.059 -1.212  0.9170
C -0.830 -0.064 0.544  -1.1312
O -1.803 -0.674 0.993  -0.1780
O 0.212 0.086 1.141  -0.0989
O -1.095 0.770 -0.367  -0.1928
B -3.732 1.489 -2.316  -1.4848
F -3.740 2.789 -2.654  0.1896
F -3.666 1.374 -0.901  0.0191
F -4.841 0.829 -2.760  0.1890
F -2.666 0.919 -2.920  0.1186
Br 1.309 2.691 -2.508  0.7082
C 2.210 2.427 -0.786  -0.6457
C 3.059 1.091 -0.752  -0.7217
Br 4.339 1.136 -2.156  0.7140
H 1.463 2.405 0.007  -0.0107
H 2.925 3.238 -0.652  0.0599
H 2.519 0.153 -0.885  0.0422
H 3.524 1.030 0.232  0.0621
Br 0.863 -5.559 0.799  0.6477
C 0.840 -3.585 0.867  -0.6615
C 1.564 -2.852 2.093  -0.5558
Br 0.437 -2.762 3.730  0.6808
H -0.156 -3.144 0.838  0.0251
H 1.305 -3.360 -0.093  0.0444
H 1.763 -1.826 1.785  0.0293
H 2.533 -3.265 2.373  0.0669

Force components x, y, z for each atom (eV/Å):
0.5 -1.0 -0.8
1.5 0.9 -0.2
-0.2 -0.6 -1.2
0.5 -0.9 -0.7
-0.3 0.2 -0.4
-1.2 5.1 -1.6
-3.9 -3.8 2.7
5.2 0.1 4.1
-0.2 0.4 -2.7
-3.5 -0.5 -1.2
0.2 2.3 0.1
0.2 -0.1 1.8
-0.6 -0.4 0.4
2.5 -2.0 -0.6
-0.2 0.1 0.6
1.1 -1.6 -0.1
-1.2 0.8 0.1
0.6 0.0 -0.1
-0.2 0.0 -0.1
-0.3 0.1 -0.1
-0.5 0.4 0.0
0.3 0.2 -0.1
-0.3 1.0 0.5
0.6 0.4 1.1
-0.2 -0.6 -1.8
0.2 0.0 -0.4
-0.3 -0.6 0.0
0.4 0.4 0.4
-0.4 0.0 0.2
-0.4 -0.4 0.3

---

Look up the HOMO energy of the first one.
-13.4276 eV

---

Which formula does entry 1 have?
C8H16F3NO4P

---

Which of these has the highest HOMO energy?
C4H4Cl2F2

---

Which of these has the highest charge?
C5H8Ag5BBr4F4O3